18
Properties=species:S:1:pos:R:3:forces:R:3 method="wB97M-V/def2-TZVPD" spin_multiplicity=1 smiles=CCC(C)(C)C#N energy_ha=-289.8713
C -0.01457 -0.40172 2.08538 0.106 -0.111 0.023
C -0.81208 0.12171 0.89986 0.260 -0.217 -0.257
C -0.02557 0.20569 -0.45551 1.279 0.244 -0.131
C -0.98764 0.75780 -1.54207 0.304 -0.270 -0.047
C 1.08331 -1.11430 -0.95539 -3.725 -0.471 0.448
C 1.06234 1.09989 -0.30094 1.396 0.974 0.103
N 2.11698 1.55464 -0.27323 0.191 0.893 0.260
H 0.26233 -1.44758 1.93333 0.059 0.069 0.023
H -0.59936 -0.35076 3.00982 0.047 0.042 -0.181
H 0.89894 0.18339 2.23212 -0.090 -0.098 -0.022
H -1.14815 1.15430 1.12481 0.166 -0.431 -0.288
H -1.72683 -0.46656 0.76677 0.151 -0.049 -0.132
H -1.30699 1.78001 -1.26743 0.185 -0.494 0.040
H -0.49608 0.83102 -2.51341 -0.006 -0.082 0.054
H -1.89105 0.14935 -1.64440 0.185 -0.074 0.048
H 1.70450 -0.96096 -1.93581 -2.241 0.063 1.436
H 1.93960 -1.43547 -0.23065 -2.443 0.638 -0.549
H -0.05967 -1.66044 -0.93328 4.178 -0.625 -0.828


18
Properties=species:S:1:pos:R:3:forces:R:3 method="wB97M-V/def2-TZVPD" spin_multiplicity=1 energy_ha=-289.7919
C -0.33695 0.55406 -0.72569 -1.200 0.376 1.337
C -1.05645 0.18281 0.38749 -1.064 0.081 -3.472
C -0.04564 1.98020 -1.08565 -0.079 -0.038 -0.012
C 2.04216 -0.97614 0.29439 0.697 -0.448 -2.066
C -1.63392 -1.20923 0.51626 0.685 -0.230 0.708
C 1.25874 -0.69295 -0.76242 0.499 -0.732 0.598
N 0.38479 -0.39752 -1.57328 0.447 0.118 0.306
H 0.22729 0.12518 1.76111 2.271 -1.004 -0.113
H -1.76562 0.94852 0.69127 0.550 0.279 0.610
H 0.95163 2.27343 -0.74386 0.009 -0.008 0.029
H -0.06477 2.12618 -2.16757 -0.015 -0.116 0.009
H -0.77636 2.65246 -0.63758 0.048 -0.027 0.080
H 3.03493 -0.54040 0.26629 -0.111 0.435 0.235
H 1.02443 -0.26265 1.52988 -2.196 1.114 1.321
H 2.10789 -2.02614 0.55687 -0.563 0.015 0.434
H -0.93162 -1.97868 0.19586 0.041 0.006 0.056
H -2.54427 -1.36108 -0.06636 0.009 0.334 -0.049
H -1.87625 -1.39807 1.56300 -0.030 -0.154 -0.011


18
Properties=species:S:1:pos:R:3:forces:R:3 method="wB97M-V/def2-TZVPD" spin_multiplicity=1 energy_ha=-289.7814
C -1.12354 -0.34261 0.76055 3.038 -0.189 0.660
C 1.66498 0.14656 -0.55850 -0.504 0.445 -0.796
C 2.32334 1.14344 0.32149 -0.242 -0.880 1.212
C 2.41935 -1.09834 -0.70832 -2.662 -2.249 2.060
C -2.97431 0.12294 -0.62568 -0.645 -1.232 -1.641
C -2.48023 -0.10552 0.83267 -3.346 0.816 0.004
N 0.02070 -0.34312 0.67176 0.000 -0.797 0.067
H 3.35087 0.93520 0.68413 -0.381 -0.198 0.061
H 1.61112 1.22453 1.17413 0.826 0.205 -0.368
H 2.31801 2.07569 -0.16652 0.039 1.369 -0.558
H 1.82614 -2.00845 -1.02535 0.579 1.278 -0.628
H 2.86560 -1.49112 0.19963 0.767 0.290 0.521
H 3.15243 -0.75318 -1.35436 1.713 0.181 -1.688
H -3.21074 1.20095 -0.73729 0.456 -0.705 -0.352
H -3.98956 -0.43484 -0.83904 2.177 0.898 0.345
H -2.10868 -0.24627 -1.37381 -2.340 1.045 1.465
H -3.05558 -0.88623 1.37680 0.522 0.448 -0.378
H -2.60989 0.86039 1.36772 0.003 -0.722 0.013


18
Properties=species:S:1:pos:R:3:forces:R:3 method="wB97M-V/def2-TZVPD" spin_multiplicity=1 smiles="C=C/C=C/CNC" energy_ha=-289.8903
C -1.69983 1.89929 -2.28112 -0.485 -0.321 0.870
N -0.55717 1.06834 -1.89330 0.249 0.656 -0.249
C -0.49080 0.78696 -0.46923 0.243 0.410 0.491
C 1.47418 -2.46840 2.73775 0.203 0.366 0.157
C 1.33855 -1.91207 1.53762 0.740 0.248 -0.274
C 0.52534 -0.76399 1.16953 0.694 0.423 -0.302
C 0.38540 -0.37594 -0.10220 0.499 -0.029 0.782
H -2.60273 1.49040 -1.81795 0.000 -0.128 -0.177
H -1.85105 1.88507 -3.35670 0.168 0.152 -0.059
H -1.63144 2.92114 -1.88746 0.053 0.130 -0.281
H 0.23744 1.66897 -2.09142 0.289 -0.491 -0.253
H -1.50245 0.67451 -0.07260 0.002 -0.399 -0.149
H -0.08267 1.61960 0.13560 -0.165 0.262 -0.323
H 1.20255 -1.92266 3.63496 -0.675 -0.364 0.017
H 1.96895 -3.42167 2.85925 0.354 0.177 0.053
H 1.98056 -2.25695 0.72646 -0.602 -0.640 -0.154
H 0.16509 -0.10458 1.93432 -0.860 -0.197 0.630
H 1.14007 -0.78801 -0.76347 -0.708 -0.256 -0.779


18
Properties=species:S:1:pos:R:3:forces:R:3 method="wB97M-V/def2-TZVPD" spin_multiplicity=1 smiles="C=CC(N)=C(C)C" energy_ha=-289.9184
C 0.82816 1.33807 1.57846 0.386 -1.121 0.228
N -1.61177 0.04884 0.86617 1.516 -0.432 -0.565
C -0.47943 -0.13457 0.00906 -0.316 0.312 2.299
C 0.67747 0.47588 0.36345 -0.500 -0.126 -2.058
C 1.86589 0.34910 -0.57799 0.539 0.000 0.713
C -1.73596 -1.73328 -1.42420 1.176 -0.340 0.315
C -0.67216 -0.96029 -1.15340 -0.699 -0.262 -1.334
H 0.82352 2.41573 1.41891 -0.050 0.007 -0.178
H 1.79582 1.04435 1.99863 0.034 0.428 0.193
H 0.07364 1.04752 2.30754 -0.080 0.271 0.037
H -2.26049 -0.68912 1.04398 -0.328 0.278 -0.198
H -1.80652 1.00877 0.99042 -0.910 0.420 0.483
H 2.76081 0.45792 0.04498 0.095 0.051 -0.271
H 1.95957 -0.61814 -1.06923 -0.199 -0.073 0.165
H 1.93323 1.08944 -1.37706 -0.194 0.284 0.144
H -1.76018 -2.22961 -2.38454 -0.194 -0.067 0.020
H -2.41584 -2.08859 -0.66193 -0.374 0.382 -0.101
H 0.02425 -0.82204 -1.97327 0.097 -0.012 0.109


18
Properties=species:S:1:pos:R:3:forces:R:3 method="wB97M-V/def2-TZVPD" spin_multiplicity=1 smiles=C[C@H]1[C@]2(C)C[C@]12N energy_ha=-289.8587
C 0.85516 0.54903 -0.29559 1.666 -0.282 2.291
C -0.60648 0.55593 -0.49713 -2.138 -0.433 1.790
C 0.20531 -0.65976 -0.97129 0.391 3.605 -1.841
C 0.14873 1.88125 -0.52120 0.585 -2.738 -2.953
C -1.62230 0.39173 0.59057 -0.581 0.006 -0.053
C 0.10487 -2.00000 -0.32640 -0.024 -0.198 0.780
N 1.50904 0.37067 0.99298 0.351 0.000 -0.190
H 0.33209 -0.75210 -2.04474 0.100 0.074 -0.164
H 2.14438 -0.42531 0.95460 -0.225 0.157 0.027
H 2.09971 1.17521 1.19949 -0.252 -0.230 -0.124
H 0.03180 2.55967 0.31420 -0.045 -0.431 0.333
H 0.28398 2.36016 -1.48242 0.039 0.304 0.002
H -1.96346 -0.64257 0.68865 0.068 0.087 0.027
H -1.25089 0.72400 1.56531 0.116 -0.010 0.003
H -2.50415 0.99463 0.34755 0.039 -0.112 0.139
H 0.24971 -1.96988 0.75719 -0.097 0.016 -0.105
H -0.87745 -2.44068 -0.52430 0.106 0.038 0.002
H 0.85991 -2.67193 -0.74748 -0.099 0.148 0.036


LUMO energy per entry: 0.8; 1.1; 0.7; 1.1; 1.0; 1.1 eV
Max |F| per entry: 4.3; 3.6; 4.0; 1.1; 2.3; 4.1 eV/Å
Relative energy (zero: lowest compared OMol25 entry of this formula, charge and spin) per entry: 2.7308; 4.8918; 5.1786; 2.2143; 1.4508; 3.0736 eV